Density functional theory data (the ωB97M-V functional and the def2-TZVPD basis) for C2H6N2O2 as an isolated structure at a distorted geometry.

Computed properties:
Energy above the lowest of the compared OMol25 structures with the same formula, charge and spin, kcal per mole: 100.6
Highest occupied orbital energy, eV: -9.3497

Each line ends with the natural charge from an NBO analysis.
Atoms and positions in Å:
C 1.29911 -0.89992 0.08609  -0.435
N 0.40361 0.21892 -0.15986  -0.302
C -1.47491 -0.06180 0.11355  0.838
N -1.77339 0.55201 -0.93997  -0.956
O 0.80820 1.38474 0.54972  -0.561
O -1.78378 -0.69347 1.06651  -0.574
H 0.32814 1.32193 1.39280  0.472
H -2.29628 1.28806 -1.37345  0.437
H -0.02538 0.44976 -1.20446  0.451
H 1.22502 -1.17629 1.13997  0.210
H 0.95953 -1.74410 -0.51197  0.218
H 2.33015 -0.63985 -0.15892  0.203

---

Density functional theory data (the ωB97M-V functional and the def2-TZVPD basis) for a 2-piece molecular cluster, C2H6N2O2 overall at a distorted geometry.

Computed properties:
Energy above the lowest of the compared OMol25 structures with the same formula, charge and spin, kcal per mole: 204.1
Highest occupied orbital energy (alpha / beta), eV: -9.3746 / -9.3799

Each line ends with the natural charge from an NBO analysis.
Atoms and positions in Å:
C -0.32742 1.55051 -0.89895  -0.468
C 0.41672 -1.49995 0.88117  -0.471
N -0.29220 0.43518 -0.00982  -0.001
N 0.68480 -0.39154 0.09521  0.375
O -1.98466 -0.27609 0.36849  -0.551
O 1.70635 -0.12689 -0.45848  -0.388
H -0.77118 1.15328 -1.84635  0.239
H -1.01338 2.39077 -0.66091  0.249
H 0.77460 1.86954 -0.86620  0.235
H 1.14176 -2.24015 1.06158  0.238
H 0.13640 -0.94916 1.80231  0.260
H -0.47179 -1.91548 0.53195  0.282

---

Density functional theory data (the ωB97M-V functional and the def2-TZVPD basis) for one molecule with the formula C2H6N2O2 at a distorted geometry.

Computed properties:
Energy above the lowest of the compared OMol25 structures with the same formula, charge and spin, kcal per mole: 138.6
SMILES string: CO/N=C\NO
Highest occupied orbital energy, eV: -8.6523

Each line ends with the natural charge from an NBO analysis.
Atoms and positions in Å:
C -2.49862 -0.17886 0.03343  -0.259
C 0.91064 0.73669 -0.12401  0.157
H -2.80191 0.75684 -0.56437  0.201
H -2.96604 -1.11284 -0.28150  0.199
H -2.40188 0.00326 1.15364  0.198
H 1.43378 1.75867 0.07025  0.216
H 1.29106 -1.22537 0.61062  0.384
H 3.68518 -0.26814 -0.74256  0.476
N -0.37938 0.66951 0.03602  -0.205
N 1.67656 -0.47612 -0.16224  -0.367
O -1.07136 -0.47410 -0.16970  -0.402
O 3.12197 -0.18954 0.14043  -0.598

---

Density functional theory data (the ωB97M-V functional and the def2-TZVPD basis) for one molecule with the formula C2H6N2O2 at a distorted geometry.

Computed properties:
Energy above the lowest of the compared OMol25 structures with the same formula, charge and spin, kcal per mole: 142.6
Highest occupied orbital energy (alpha / beta), eV: -9.7048 / -9.4901

Each line ends with the natural charge from an NBO analysis.
Atoms and positions in Å:
C -0.28322 0.77839 1.23629  -0.635
C -0.65791 0.37227 -0.19043  0.185
N 1.66475 -2.05277 -1.10550  -0.255
O 0.94612 -1.24232 -0.39414  -0.104
O -1.12124 1.48715 -0.88718  -0.703
N 0.39270 -0.22488 -0.97310  -0.092
H -0.90427 1.36779 -1.81952  0.485
H 2.03340 -2.74574 -0.45116  0.304
H -1.47195 -0.38093 -0.13416  0.154
H 0.45102 1.57679 1.20256  0.221
H -1.17113 1.13793 1.73979  0.225
H 0.12173 -0.07368 1.77655  0.215

---

Density functional theory data (the ωB97M-V functional and the def2-TZVPD basis) for one molecule with the formula C2H6N2O2 at a distorted geometry.

Computed properties:
Energy above the lowest of the compared OMol25 structures with the same formula, charge and spin, kcal per mole: 62.3
SMILES string: C=NNC(O)O
Highest occupied orbital energy, eV: -9.6983

Each line ends with the natural charge from an NBO analysis.
Atoms and positions in Å:
C -0.02906 0.99763 -0.22273  0.479
N 0.30828 0.02728 0.77465  -0.512
C -0.70283 -1.99695 0.38914  -0.099
O 0.79529 2.15139 0.09892  -0.743
O 0.37336 0.53747 -1.47567  -0.716
N -0.75615 -0.87978 1.03018  -0.234
H 0.19545 1.29164 -2.06046  0.481
H 1.08907 1.97119 1.00702  0.486
H 1.15256 -0.42503 0.41834  0.352
H -1.07987 1.30039 -0.22043  0.152
H -1.47266 -2.76293 0.57133  0.193
H 0.12656 -2.21229 -0.31028  0.161

---

Density functional theory data (the ωB97M-V functional and the def2-TZVPD basis) for a 2-piece molecular cluster, C2H6N2O3 overall at a distorted geometry.

Computed properties:
Energy above the lowest of the compared OMol25 structures with the same formula, charge and spin, kcal per mole: 150.8
SMILES string: [O-]/[N+](O)=C/O.C=N
Highest occupied orbital energy, eV: -8.5655

Each line ends with the natural charge from an NBO analysis.
Atoms and positions in Å:
C -1.83392 0.35784 0.94922  -0.043
C 1.91613 0.80023 -0.70570  0.306
N -1.91220 -0.33925 -0.08080  -0.556
N 1.84314 -0.39284 -0.29690  0.265
O 1.08822 -1.36761 -0.61619  -0.518
O 2.66096 -0.68201 0.90744  -0.634
O 2.71428 1.67584 -0.14644  -0.651
H -2.41244 0.38363 1.85356  0.140
H -1.08465 1.11614 1.01310  0.135
H 1.47847 1.07018 -1.66864  0.214
H 2.75804 -1.62463 0.89326  0.500
H -2.59596 -1.05088 0.11564  0.325
H 3.22826 1.11978 0.59268  0.518

---

Density functional theory data (the ωB97M-V functional and the def2-TZVPD basis) for a 2-piece molecular cluster, C2H6N2O3 overall at a distorted geometry.

Computed properties:
Energy above the lowest of the compared OMol25 structures with the same formula, charge and spin, kcal per mole: 34.1
SMILES string: NC(=O)NC=O.O
Highest occupied orbital energy, eV: -10.2604

Each line ends with the natural charge from an NBO analysis.
Atoms and positions in Å:
O 0.85098 -1.27868 0.02903  -0.625
C 0.62911 -0.88837 1.16988  0.530
N 0.29079 0.40674 1.38181  -0.639
C 0.38203 1.39245 0.29300  0.792
N 0.62113 1.04875 -1.08507  -0.828
O 0.29249 2.59039 0.53670  -0.587
H 0.77326 -1.58816 2.12589  0.145
H 0.21760 0.77103 2.23322  0.409
H 0.69146 0.08498 -1.44069  0.416
H 0.14862 1.50998 -1.75754  0.389
H -1.28671 -1.29844 -0.49989  0.466
H -1.74047 -1.74301 -1.77469  0.461
O -1.87030 -1.00767 -1.21166  -0.931

---

Density functional theory data (the ωB97M-V functional and the def2-TZVPD basis) for one molecule with the formula C2H6N2O3 at a distorted geometry.

Computed properties:
Energy above the lowest of the compared OMol25 structures with the same formula, charge and spin, kcal per mole: 131.7
SMILES string: C[C@@H](N)O[N+](=O)[O-]
Highest occupied orbital energy, eV: -10.5002

Each line ends with the natural charge from an NBO analysis.
Atoms and positions in Å:
C -1.34782 -0.41891 0.97739  -0.633
C -0.43386 -0.29269 -0.26232  0.244
N -0.53071 0.77494 -1.04328  -0.799
N 2.01436 0.03080 -0.12959  0.744
O 1.87406 0.11768 -1.30359  -0.437
O 2.95111 0.31078 0.52151  -0.362
O 0.94599 -0.38639 0.54636  -0.407
H -1.67655 0.59397 1.36659  0.214
H -0.70884 -0.88795 1.73122  0.241
H -2.16448 -1.06782 0.87336  0.223
H -0.53767 -1.19152 -0.86901  0.193
H -0.37478 1.60629 -0.48450  0.368
H -0.01081 0.81082 -1.92414  0.412

---

Density functional theory data (the ωB97M-V functional and the def2-TZVPD basis) for a 2-piece molecular cluster, C2H6N2O3 overall at a distorted geometry.

Computed properties:
Energy above the lowest of the compared OMol25 structures with the same formula, charge and spin, kcal per mole: 64.7
Highest occupied orbital energy, eV: -9.5132

Each line ends with the natural charge from an NBO analysis.
Atoms and positions in Å:
C 2.47974 0.03480 -0.00214  0.887
C -1.29512 -0.25602 -0.19152  0.324
N -2.19820 -1.15811 0.12630  -0.802
N 1.82297 1.22537 0.00097  -0.873
O 1.60377 -0.93925 -0.29898  -0.767
O 3.64565 -0.30651 0.19076  -0.617
O -1.81321 0.90326 -0.19594  -0.661
H -1.95497 -2.07663 0.34933  0.404
H -3.27287 -0.94012 0.26713  0.354
H 2.22090 2.12119 -0.18542  0.399
H 0.60472 -0.87796 -0.38036  0.494
H 0.88081 1.22256 0.33933  0.395
H -2.72418 1.04743 -0.01947  0.463

---

Density functional theory data (the ωB97M-V functional and the def2-TZVPD basis) for a 2-piece molecular cluster, C2H6N2O3 overall at a distorted geometry.

Computed properties:
<S²>: 0.771
Energy above the lowest of the compared OMol25 structures with the same formula, charge and spin, kcal per mole: 36.5
Spin multiplicity: 2
Highest occupied orbital energy (alpha / beta), eV: -15.0115 / -14.6307
Total charge: +1

Each line ends with the Löwdin spin population.
Atoms and positions in Å:
O -0.20235 -1.35939 0.12244  0.142
C 0.41997 -1.05667 1.06349  0.018
N 0.59527 0.23371 1.56677  0.052
C 0.07559 1.25717 0.65920  0.005
N 0.58623 1.21964 -0.61209  0.451
O -0.55394 2.20314 1.04514  0.256
H 0.85969 -1.91768 1.80680  0.026
H 0.90607 0.54220 2.52196  -0.001
H 1.15866 0.47866 -0.97666  0.006
H 0.26832 1.96144 -1.36573  0.001
H -1.04146 -0.72969 -1.38245  -0.003
H -1.82018 -1.79486 -2.09548  0.001
O -1.25186 -1.03765 -2.35338  0.046